(1)
The following is a quantum chemistry calculation of C3H4HoO4 as an isolated structure, from the OMol25 dataset.

Values from the calculation:
<S²> = 6.01
energy above the lowest of the compared OMol25 structures with the same formula, charge and spin = 0.00 kJ/mol
F_max = 5.4 eV Å⁻¹
net charge = +1
HOMO-LUMO gap (alpha / beta) = 0.3012 / 0.2901 Ha
lowest unoccupied orbital energy (alpha / beta) = -5.417 / -5.347 eV
HOMO level (alpha / beta) = -0.5003 / -0.4866 hartree
2S+1 = 5

```
12
Properties=species:S:1:pos:R:3:forces:R:3
Ho -3.724 -1.331 -0.522 2.13 0.65 0.45
O -1.660 -1.585 0.563 0.66 -0.02 -1.09
O 0.750 -0.953 -0.980 0.75 0.15 0.18
C 1.561 -0.064 -0.312 -0.22 1.03 0.15
C 0.677 0.950 0.418 -0.66 0.17 0.17
O -0.408 0.208 0.998 1.33 -0.70 -0.74
C -1.138 -0.485 0.104 -4.77 0.76 2.46
H 2.183 -0.570 0.465 -0.23 -0.28 -0.70
H 2.225 0.528 -0.986 -0.03 -0.89 0.09
H 0.243 1.662 -0.297 0.31 0.03 0.25
H 1.200 1.444 1.247 -0.24 -0.05 -0.39
O -1.909 0.197 -0.698 0.97 -0.87 -0.83
```
Forces are in eV/Å.


(2)
The following is a quantum chemistry calculation of C3H5O3Zn as an isolated structure, from the OMol25 dataset.

Values from the calculation:
<S²> = 0.75
energy above the lowest of the compared OMol25 structures with the same formula, charge and spin = 0.00 kJ/mol
F_max = 6.2 eV Å⁻¹
net charge = +2
HOMO-LUMO gap (alpha / beta) = 0.1182 / 0.2525 Ha
lowest unoccupied orbital energy (alpha / beta) = -13.458 / -13.457 eV
HOMO level (alpha / beta) = -0.6128 / -0.7470 hartree
2S+1 = 2

```
12
Properties=species:S:1:pos:R:3:forces:R:3
O 0.111 -0.657 -0.277 -1.87 -2.07 -0.35
C 0.663 0.396 0.443 0.89 0.20 1.03
C 1.617 1.233 -0.308 -0.22 0.14 -0.03
H 0.825 0.131 1.500 -0.11 0.23 -0.32
H 2.451 0.626 -0.702 -0.20 0.07 0.10
H 2.035 1.993 0.362 -0.12 -0.18 -0.16
H 1.126 1.724 -1.159 0.17 -0.09 0.14
O -1.798 -0.331 0.829 0.79 0.39 1.02
C -1.129 -1.064 0.015 3.05 5.39 0.35
O -1.657 -1.855 -0.772 2.07 -0.77 -0.39
Zn -3.086 -2.651 -1.100 -3.21 -1.81 -0.73
H -1.158 0.455 1.171 -1.26 -1.51 -0.67
```
Forces are in eV/Å.


no.,E_tot (Eh)
1,-1365.39159
2,-2121.50623